Molecular formula: C3H7NS2
Method: DFT, ωB97M-V/def2-TZVPD

Properties
Lowest unoccupied orbital energy = 0.592 eV
E_HOMO = -8.130 eV
HOMO-LUMO gap = 8.72 eV
Energy above the lowest of the compared OMol25 structures with the same formula, charge and spin = 1.263 eV
SMILES string = C/N=C(/C)SS

```
13
Properties=species:S:1:pos:R:3:forces:R:3:lowdin_charge:R:1
C -0.14219 -0.09053 -0.06448 2.207 0.654 -0.371 -0.437
C 0.22485 -1.50094 -0.17188 -0.008 -0.687 0.069 -0.131
C -1.61144 1.79767 0.33992 -0.016 0.539 0.003 -0.109
N -1.18433 0.45683 0.20806 -0.390 -0.619 0.028 -0.005
S 3.22587 -0.10994 0.27378 0.371 -0.234 0.218 0.229
S 1.75513 0.98308 -0.55506 -2.123 0.132 0.134 0.220
H 1.20011 -1.66557 0.28666 -0.092 -0.066 -0.020 0.007
H 0.30939 -1.76113 -1.22575 0.028 -0.031 -0.068 0.089
H -0.51741 -2.14336 0.30308 -0.047 0.094 -0.024 0.087
H -2.45532 1.94196 -0.33706 0.056 0.151 0.084 0.086
H -0.82288 2.52136 0.12173 0.015 0.052 0.021 0.071
H -1.97086 1.92945 1.36198 -0.003 0.139 -0.092 0.087
H 3.64786 -0.74598 -0.83087 0.003 -0.123 0.017 -0.193
```
Forces are in eV/Å.